Entry 1:
ORCA calculation (wB97M-V/def2-TZVPD) on a 2-piece molecular cluster, C22H23FN3O overall.

E = -1191.24638 Eh
orbital gap = 8.33 eV

The geometry in ORCA input format:
```
! RIJCOSX wB97M-V def2-TZVPD def2/J DEFGRID3
* xyz 1 1
F 0.71454 0.08646 -0.94070
O 0.47535 1.25477 1.18914
N -1.95657 0.02041 0.28899
N -1.09971 -1.94925 0.62886
N 0.84962 2.23189 -2.42767
C 1.76928 1.95938 1.40126
C -4.64776 -2.88463 1.47223
C 1.73017 -0.84148 0.89110
C 3.62236 -2.07742 0.10439
C 1.22285 4.48095 -3.92625
C -3.02788 -0.83990 0.53713
C 3.92200 -2.43017 1.42156
C -3.28050 -3.14904 1.21133
C 2.01663 4.26807 -2.79777
C 0.50244 -0.00374 0.58035
C -4.34908 -0.56690 0.80467
C -5.17666 -1.60291 1.26269
C 1.79033 3.08442 -2.07929
C 0.30366 3.52797 -4.30513
C 0.11048 2.38098 -3.51776
C 2.05038 -1.12111 2.22260
C -0.80326 -0.64863 0.46166
C 3.15827 -1.93399 2.47151
C -0.16209 -3.06426 0.78362
C -2.49957 -2.09027 0.73461
C -2.07326 1.44295 0.07062
C 2.50263 -1.30292 -0.17611
H -4.73931 0.43205 0.65980
H 2.37503 2.84879 -1.15855
H 1.96620 1.81609 2.47673
H 0.28304 -3.03695 1.78673
H -0.67367 1.65114 -3.74145
H -0.75487 -3.98106 0.66135
H -1.36314 1.73101 -0.70012
H 1.65303 3.02295 1.15937
H -3.11388 1.67314 -0.16033
H -0.32764 3.63309 -5.16869
H 0.63761 -3.01872 0.03769
H 4.74056 -3.12049 1.62067
H 2.19485 -1.03213 -1.19208
H -5.28513 -3.68667 1.84262
H -1.85077 1.95543 0.99723
H 4.22095 -2.43272 -0.73143
H 2.60847 1.54661 0.80856
H 2.76164 4.93905 -2.44690
H 1.42297 -0.76076 3.02255
H 1.32709 5.39769 -4.48578
H 3.35752 -2.21367 3.50778
H -6.23712 -1.44850 1.48269
H -2.86810 -4.14695 1.35390
*
```

---

Entry 2:
ORCA calculation (wB97M-V/def2-TZVPD) on C31H38N2P2Sn as an isolated structure.

E = -2209.93690 Eh
energy above the lowest of the compared OMol25 structures with the same formula, charge and spin = 10.7 kcal per mole
orbital gap (spin up / spin down) = 5.62 / 4.67 eV

The geometry in ORCA input format:
```
! RIJCOSX wB97M-V def2-TZVPD def2/J DEFGRID3
* xyz 2 1
Sn -0.42792 -0.14041 -0.82625
P 1.30641 0.64347 1.75278
P -2.79865 0.92452 -0.99942
N -0.22840 -2.42977 -4.12882
N 0.26944 -0.38032 1.10872
C 0.51790 -1.83512 -5.20326
C -3.10071 -1.62229 -0.11620
C -3.09804 2.66421 -0.63648
C -1.29024 3.62746 2.60096
C 0.44207 -2.51225 -2.88116
C 5.05317 0.48981 -0.87477
C -0.61541 2.40907 2.54377
C 2.88864 1.33304 5.46446
C -1.87848 -1.82768 -0.77168
C -2.27307 -4.20129 -0.77073
C 2.01528 -0.93522 5.44348
C 0.36904 4.60273 1.12528
C -3.59867 -0.21860 0.20185
C -3.69143 0.55913 -2.54383
C -3.88127 -2.72332 0.25288
C 2.66591 0.11160 6.11372
C 4.09654 -0.52985 -0.92680
C -1.65003 -2.42232 -4.28649
C 2.44782 1.51706 4.15201
C 1.81224 0.45592 3.48023
C 0.58778 2.30784 1.82304
C 4.97955 1.47601 0.11675
C -0.78531 4.72994 1.90105
C 1.06040 3.38605 1.06696
C -3.44863 -4.01038 -0.05723
C -0.17003 -3.45487 -1.82091
C -1.46502 -3.11200 -1.13500
C 2.88024 0.55446 0.87124
C 1.60066 -0.76761 4.11869
C 3.06539 -0.55027 0.01525
C 3.87975 1.52778 0.98609
H -4.17231 2.83341 -0.47866
H -4.82864 -2.56321 0.77622
H 4.14523 -1.30905 -1.69041
H 1.10549 -1.56794 3.56144
H -1.94618 -5.20645 -1.05405
H 0.47893 -0.73046 -5.19701
H 1.56710 -2.14567 -5.12697
H 0.10505 -2.17917 -6.15899
H 1.94064 3.26956 0.42873
H -4.73494 0.89372 -2.44321
H 2.59100 2.48121 3.65862
H -0.28608 -4.44239 -2.29141
H 2.35482 -1.38132 0.05672
H 0.63816 -1.48808 -2.46154
H -3.33543 0.11635 1.22178
H -1.31062 5.68397 1.95176
H 5.76689 2.22320 0.21052
H 5.86647 0.50384 -1.60112
H 0.73593 5.45281 0.54717
H 3.80652 2.31308 1.74469
H 1.83949 -1.88250 5.94963
H -3.69263 -0.51134 -2.78762
H 1.09381 2.29604 -1.65063
H 0.60929 -3.59108 -1.05273
H -4.69166 -0.12763 0.09294
H 0.80618 1.76505 -2.12252
H 3.00632 -0.02557 7.14270
H -2.75639 3.24192 -1.50907
H -4.02811 -4.87422 0.25538
H 1.44900 -2.90848 -3.11947
H -3.20846 1.10911 -3.36434
H -1.02720 1.52084 3.03289
H -2.53122 2.99218 0.24270
H -2.13430 -3.17557 -3.65556
H -1.84990 -2.65480 -5.34459
H -2.20661 3.70906 3.18556
H 3.40698 2.14818 5.97246
H -2.10954 -1.43514 -4.08221
*
```

---

Entry 3:
ORCA calculation (wB97M-V/def2-TZVPD) on C42H59N5O2SSbSi3Tc as an isolated structure.

E = -3647.68299 Eh
orbital gap (spin up / spin down) = 6.60 / 5.65 eV

The geometry in ORCA input format:
```
! RIJCOSX wB97M-V def2-TZVPD def2/J DEFGRID3
* xyz 1 4
Sb -20.05705 14.65909 10.99417
Tc -16.28157 13.08503 6.85350
S -17.57878 14.90909 7.29390
Si -20.05417 14.32714 13.38302
Si -18.34091 16.64114 10.95037
Si -22.38795 15.52257 10.32204
O -12.52829 15.34253 6.89693
O -20.75078 10.98010 9.08727
N -18.33855 12.14759 6.63024
N -13.60088 10.42406 4.92655
N -14.09631 10.61954 7.24775
N -14.58164 14.11005 6.80508
N -15.51079 11.51831 5.73365
C -15.70183 13.18685 3.94811
C -18.71813 17.72087 9.43977
C -18.41307 17.64089 12.47334
C -16.50357 12.23574 9.60941
C -13.30203 7.27187 5.39086
C -16.60573 15.92659 10.85805
C -20.40312 12.72989 5.46996
C -21.05973 13.79031 4.75271
C -22.47350 17.32477 10.07096
C -22.67461 14.83109 8.52828
C -20.95365 15.67978 14.29267
C -16.64504 10.95384 3.47871
C -9.95534 10.00016 5.05297
C -13.58618 14.79726 6.84824
C -16.89702 12.72951 1.85597
C -19.76535 10.45368 5.89108
C -14.36914 10.85157 5.95201
C -20.63038 11.35926 5.24648
C -16.21956 13.66785 2.67020
C -15.98398 11.85591 4.37552
C -20.81481 15.10269 4.96209
C -11.22167 10.50632 5.04315
C -14.96514 10.87013 8.34873
C -18.32630 14.19076 14.13297
C -16.83713 9.46043 3.68485
C -17.14085 11.46427 2.30334
C -12.38249 9.70851 5.09889
C -9.80796 8.62720 5.29716
C -20.94472 12.75117 13.48690
C -16.21776 11.45221 10.72489
C -14.88264 9.94384 9.39061
C -12.24550 8.35215 5.34202
C -10.92292 7.83785 5.42805
C -17.75504 9.93936 7.35028
C -19.26052 13.04757 6.24119
C -19.69149 15.43694 5.78877
C -15.78056 11.97475 8.44820
C -18.63580 10.87684 6.60735
C -15.48083 10.28603 10.62713
C -23.58609 14.97201 11.65772
C -14.08085 8.67848 9.32871
C -18.98842 14.45586 6.36198
H -11.38712 11.56577 4.83496
H -20.91929 12.27354 14.47409
H -18.95369 17.20437 8.50318
H -16.70854 9.89157 6.99916
H -12.94099 6.43400 4.80700
H -17.63868 13.85943 13.40496
H -17.90810 10.15184 8.45527
H -21.53704 11.02961 4.72265
H -17.31081 13.03726 0.89351
H -19.46185 16.45268 5.92850
H -16.63226 11.65719 11.69227
H -21.77988 13.45802 4.02911
H -24.66118 15.20292 11.34864
H -23.46898 15.47774 12.57433
H -13.56885 6.88270 6.35008
H -9.03106 10.55929 4.87890
H -15.81299 16.68735 10.85560
H -16.39078 15.02180 11.37377
H -21.68169 17.59957 9.28775
H -22.02563 12.94199 13.21750
H -16.85681 9.21636 4.76350
H -15.98568 14.68625 2.37608
H -18.09006 15.24058 14.50434
H -17.72627 18.47381 12.38731
H -17.21296 13.05428 9.62078
H -19.57401 18.37673 9.65306
H -16.51694 15.54044 9.81152
H -16.00265 8.91999 3.20093
H -23.39203 15.55811 8.02135
H -13.92718 10.73258 4.01243
H -23.52312 13.85627 11.80919
H -20.45915 15.84014 15.23313
H -20.43247 11.86618 8.95502
H -15.53817 9.63470 11.51797
H -21.40371 15.89718 4.45124
H -20.46389 12.01919 12.82943
H -14.18892 7.62290 4.92665
H -13.49257 8.54645 10.21254
H -19.46374 18.10776 12.61338
H -18.33277 17.18614 13.47461
H -20.98610 16.53035 13.61288
H -18.14111 8.89015 7.25896
H -18.29815 13.42287 14.86096
H -21.80503 15.06395 7.93594
H -22.84406 13.74255 8.39274
H -20.78949 10.89275 10.01416
H -8.81274 8.12551 5.26396
H -19.99120 9.36393 5.66464
H -15.15812 13.91466 4.65073
H -21.97532 15.37569 14.52874
H -17.81308 9.07812 3.21497
H -13.47819 8.59642 8.44826
H -14.73558 7.81516 9.33710
H -10.80855 6.74739 5.46648
H -17.88600 18.41489 9.11341
H -17.64927 10.80348 1.61723
H -13.21558 10.18178 7.40280
H -23.40927 17.67974 9.70693
H -22.32659 17.88385 11.01211
*
```

---

Entry 4:
ORCA calculation (wB97M-V/def2-TZVPD) on H16O8Sn as an isolated structure.

E = -825.26395 Eh
energy above the lowest of the compared OMol25 structures with the same formula, charge and spin = 9.9 kcal per mole
orbital gap = 10.44 eV

The geometry in ORCA input format:
```
! RIJCOSX wB97M-V def2-TZVPD def2/J DEFGRID3
* xyz 2 1
Sn -0.15008 0.27480 0.31640
O 2.35192 0.81180 -0.32060
O -1.60308 -1.28220 1.80640
O -0.02008 2.68980 -1.02360
O 1.49092 -1.98220 0.30440
O -2.47008 0.73480 -0.33060
O 1.19192 -0.15820 2.57940
O -1.11808 -2.11620 -0.94460
O 0.05692 0.42680 -2.37660
H -0.59608 3.34280 -1.44760
H -3.22408 0.17080 -0.21960
H -1.78908 -1.13720 2.71840
H 0.21692 3.23580 -0.30460
H 2.32492 -1.70120 0.73640
H -2.80908 1.59680 -0.57760
H 1.97992 0.34980 2.66440
H -0.65808 -2.29220 -1.79360
H 0.82692 1.04580 -2.28960
H -0.68308 0.97280 -2.64960
H 3.12092 0.39180 -0.73660
H 1.72892 -2.33320 -0.53660
H 0.85392 -0.16020 3.50940
H -2.36908 -1.55620 1.35340
H -1.35608 -2.93220 -0.56360
H 2.70192 1.60680 0.12640
*
```

---

Entry 5:
ORCA calculation (wB97M-V/def2-TZVPD) on C28H32IrN5O2S as an isolated structure.

E = -2012.85705 Eh
energy above the lowest of the compared OMol25 structures with the same formula, charge and spin = 30.4 kcal per mole
orbital gap = 6.92 eV

The geometry in ORCA input format:
```
! RIJCOSX wB97M-V def2-TZVPD def2/J DEFGRID3
* xyz 0 1
Ir 0.74269 0.05559 0.72112
S -0.30552 -0.94871 2.49038
O -0.80369 0.02908 -2.15999
O 1.15473 1.54448 2.07194
N 0.72252 -1.72612 -0.44883
N 1.50630 2.71570 -1.32841
N 1.46634 -2.72961 0.17001
N 0.36787 1.52984 3.16543
N 2.49909 -0.97139 1.29404
C 0.57378 3.26454 -0.35608
C 3.30549 -3.20612 1.60806
C -2.10875 -2.08137 -2.25271
C 4.38491 -1.34986 2.69755
C -3.18568 2.87731 -0.24298
C 0.99040 2.68818 -2.68821
C -0.73442 -1.34045 -2.45512
C -1.06273 0.48482 4.71095
C -2.35825 -2.51029 -0.80930
C -0.33115 2.73483 5.07147
C -3.35559 1.62396 0.31226
C -0.77088 2.55949 -0.16692
C -3.25825 -1.22764 -2.78263
C -0.33537 0.43133 3.50884
C 0.69834 -3.37361 -2.20683
C 0.67594 -3.54745 -3.53432
C -1.89298 3.33124 -0.46223
C 2.11364 1.50544 -0.89743
C -2.24140 0.83834 0.59392
C -0.92410 1.24249 0.33466
C 3.46265 -0.52492 2.11911
C 4.27990 -2.73364 2.43170
C 0.29280 -2.08620 -1.62239
C 0.37227 2.65992 3.90573
C 2.39354 -2.29035 1.00217
C -1.06348 1.61396 5.48404
C -0.38785 -1.42699 -3.92400
C 0.24199 -2.48145 -4.43172
H -1.42731 0.19935 -1.44032
H 0.36738 4.29453 -0.65584
H -1.74661 4.32747 -0.86745
H -3.44640 -0.36283 -2.14236
H 1.79062 2.39198 -3.36862
H 3.19634 -4.25747 1.38415
H 0.43870 -2.56222 -5.49283
H -3.38318 -2.87093 -0.70451
H -4.03606 3.50182 -0.48535
H -3.06560 -0.86344 -3.79186
H -1.68365 -3.30913 -0.49960
H 0.67301 3.69620 -2.96057
H -2.41244 -0.12694 1.05133
H 1.34062 0.63552 -0.90816
H 2.64869 1.63967 0.03892
H -0.72562 -0.59759 -4.53203
H -1.63386 1.64209 6.40231
H 5.15065 -0.95044 3.34532
H 0.96985 3.45567 3.48860
H 2.80842 1.11364 -1.64220
H -2.03946 -2.98459 -2.86347
H -1.62518 -0.39468 4.99036
H -4.34815 1.24642 0.52923
H -4.17403 -1.82066 -2.80473
H -2.22346 -1.68214 -0.11485
H 4.97932 -3.42424 2.88685
H 3.44800 0.54175 2.31121
H 0.14689 2.00402 -2.81865
H 1.09390 3.30509 0.60103
H 1.08517 -4.13036 -1.54545
H -0.31563 3.64982 5.64350
H 1.02401 -4.48174 -3.95721
*
```

---

Entry 6:
ORCA calculation (wB97M-V/def2-TZVPD) on an isolated molecule of C3H4N2O.

E = -301.36465 Eh
energy above the lowest of the compared OMol25 structures with the same formula, charge and spin = 76.9 kcal per mole
orbital gap = 9.70 eV

The geometry in ORCA input format:
```
! RIJCOSX wB97M-V def2-TZVPD def2/J DEFGRID3
* xyz 0 1
O 2.07093 0.27229 -0.38524
N -1.09535 -0.99691 -0.32766
N 0.29227 -1.19566 -0.27176
C -0.32537 1.00996 -0.29830
C -1.58468 0.22486 -0.50237
C 0.76343 0.00250 -0.30881
H -1.65268 -1.82642 -0.19507
H -0.81151 1.06662 0.72240
H 2.53864 -0.58079 -0.40180
H -0.15636 2.03782 -0.60711
*
```

---

Entry 7:
ORCA calculation (wB97M-V/def2-TZVPD) on a 2-piece molecular cluster, C3H7NO2 overall.

E = -323.73329 Eh
energy above the lowest of the compared OMol25 structures with the same formula, charge and spin = 29.9 kcal per mole
orbital gap = 10.96 eV

The geometry in ORCA input format:
```
! RIJCOSX wB97M-V def2-TZVPD def2/J DEFGRID3
* xyz 0 1
O 0.36889 1.56258 0.66572
O -0.00642 -1.65892 -0.32343
N 2.02932 0.28147 -0.26661
C -1.86512 -0.29326 -0.15855
C 1.47801 1.43505 0.14996
C -1.01761 -1.38889 0.31220
H -2.35882 0.25649 0.62908
H 1.58391 -0.50880 0.10521
H 2.96317 0.26295 -0.66167
H -1.29149 0.37992 -0.71007
H -1.24921 -1.92286 1.24729
H 2.04443 2.32816 -0.17227
H -2.67904 -0.73387 -0.81687
*
```

---

Entry 8:
ORCA calculation (wB97M-V/def2-TZVPD) on an isolated molecule of C6H12N2O.

E = -420.47146 Eh
energy above the lowest of the compared OMol25 structures with the same formula, charge and spin = 70.6 kcal per mole
orbital gap = 8.02 eV

The geometry in ORCA input format:
```
! RIJCOSX wB97M-V def2-TZVPD def2/J DEFGRID3
* xyz 0 1
O 2.50710 0.94845 -0.39740
N 0.18327 1.34809 0.03196
N 1.66397 -1.70880 0.93786
C -1.39327 -0.74304 -0.92320
C 1.23945 0.52896 -0.11501
C -0.17000 2.23799 -1.06929
C -1.23709 -0.99522 1.59257
C -0.53657 -0.66345 0.30886
C 0.89454 -0.76643 0.22904
H 2.58853 -1.35643 1.15564
H -0.83535 -0.48151 -1.82231
H 1.74378 -2.60165 0.46702
H 0.43656 2.10063 -1.97330
H -2.02952 -0.26185 1.76429
H -0.54888 -0.98432 2.43647
H 2.56818 1.89511 -0.21112
H -1.71677 -1.97857 1.53858
H -1.22571 2.07729 -1.31320
H -1.74759 -1.77405 -1.04659
H -0.10674 3.28349 -0.75077
H -2.27789 -0.10469 -0.84012
*
```